Below is a molecular structure, C31H42F3GeN3O5V, with properties calculated with ωB97M-V/def2-TZVPD.

```
86
Properties=species:S:1:pos:R:3:forces:R:3:lowdin_charge:R:1
V 0.372812 -0.304031 -0.327078 -0.09 0.97 0.31 1.12
C -1.338338 4.030178 0.492771 -0.04 0.06 0.01 -0.09
C -1.713511 2.645320 -0.037420 0.08 -0.12 0.15 -0.64
C -2.214805 2.828888 -1.465324 -0.05 0.04 0.02 -0.01
C -2.802110 2.075925 0.866906 0.02 -0.03 -0.03 0.00
O -0.563867 1.748079 -0.022398 -0.07 0.10 -0.34 -0.37
Ge 0.972546 2.283646 0.983273 0.05 -0.16 0.02 1.06
O 0.685114 0.676977 1.928709 0.10 -0.06 0.14 -0.36
C 0.573652 0.672315 3.373282 -0.02 0.09 -0.15 -0.65
C 1.822766 0.043052 3.980735 -0.02 0.04 0.08 -0.01
C -0.671973 -0.105247 3.781215 0.03 -0.01 0.00 -0.01
C 0.442522 2.098288 3.905633 -0.06 0.02 0.14 -0.08
O 1.868953 1.095427 -0.268588 0.12 -0.22 -0.10 -0.41
C 3.190926 1.490223 -0.759563 0.00 -0.04 0.17 -0.63
C 2.987918 2.268870 -2.057110 0.07 0.03 -0.09 -0.01
C 4.086715 0.257936 -0.871768 -0.04 0.02 -0.03 -0.02
C 3.874505 2.414153 0.252227 0.07 0.01 -0.03 -0.09
H -2.225678 4.661225 0.442703 -0.01 0.03 0.01 0.10
H -0.557191 4.501222 -0.104084 0.03 -0.01 -0.04 0.08
H -1.011403 4.013136 1.533352 -0.01 -0.03 0.01 0.06
H -2.838481 3.720320 -1.524445 -0.01 0.04 0.00 0.10
H -2.828921 1.998708 -1.796252 -0.02 -0.04 0.01 0.06
H -1.377297 2.952139 -2.151678 0.04 0.00 -0.01 0.10
H -3.690610 2.708177 0.842538 -0.01 0.04 -0.01 0.10
H -2.449937 2.028145 1.897605 0.03 -0.02 0.04 0.08
H -3.097126 1.075899 0.557453 -0.01 -0.04 -0.02 0.06
H 1.869355 -1.025134 3.787970 -0.01 -0.03 -0.05 0.06
H 1.824014 0.176223 5.063258 -0.01 0.01 0.03 0.10
H 2.721665 0.513483 3.580998 0.02 0.02 -0.02 0.09
H -0.536291 -1.171942 3.632872 0.01 -0.10 -0.03 0.06
H -1.533048 0.229149 3.201845 -0.04 0.03 -0.03 0.08
H -0.890190 0.048206 4.838145 0.02 0.02 0.03 0.10
H 1.316739 2.710141 3.686632 0.06 -0.01 0.00 0.07
H 0.332286 2.052907 4.988935 -0.01 0.06 0.03 0.10
H -0.440634 2.603819 3.507176 -0.03 -0.03 -0.05 0.07
H 2.166756 1.869776 -2.643393 -0.01 -0.09 -0.03 0.06
H 3.890649 2.258750 -2.668403 0.03 0.01 0.00 0.10
H 2.747682 3.310134 -1.837253 -0.03 0.01 0.02 0.09
H 3.670125 -0.563372 -1.440653 -0.04 -0.01 -0.06 0.06
H 4.292268 -0.124142 0.128506 0.01 -0.02 0.03 0.09
H 5.041556 0.540980 -1.316240 -0.02 0.03 -0.01 0.10
H 3.373687 3.374711 0.360656 0.00 0.00 -0.02 0.05
H 4.886874 2.610869 -0.102285 0.03 0.01 0.00 0.10
H 3.953747 1.940846 1.231821 -0.02 -0.03 0.05 0.09
C 2.485789 -2.172273 1.569825 0.09 0.02 -0.02 -0.01
C 1.056189 -2.550775 1.790693 -0.05 -0.06 0.10 -0.27
C 0.749058 -3.567253 2.699115 0.00 0.06 -0.07 0.01
C -0.562192 -3.919172 2.933738 -0.03 0.05 -0.04 -0.01
C -1.569829 -3.241458 2.262244 0.15 0.18 -0.12 0.01
C -1.206877 -2.244919 1.371827 0.00 -0.17 0.22 -0.20
N 0.076297 -1.917322 1.132478 -0.09 0.09 -0.05 0.09
C -2.184798 -1.548228 0.515655 -0.28 -0.34 0.04 -0.18
C -3.559831 -1.747813 0.575086 0.24 0.10 0.04 0.03
C -4.341089 -1.260441 -0.457239 0.06 -0.04 0.08 -0.01
C -3.732609 -0.650988 -1.537331 0.19 0.15 -0.08 0.02
C -2.355012 -0.453435 -1.515078 -0.29 -0.14 0.00 -0.20
N -1.627990 -0.843450 -0.468945 -0.11 -0.20 -0.11 0.06
C -1.575501 0.010333 -2.678174 -0.10 0.05 -0.20 -0.21
C -2.204545 0.433483 -3.836030 0.16 -0.03 0.10 0.00
C -1.429697 0.705087 -4.950343 -0.02 -0.03 0.03 -0.01
C -0.078556 0.462996 -4.874015 0.00 -0.03 0.07 0.01
C 0.495657 0.012445 -3.683055 -0.06 0.05 -0.06 -0.26
C 1.925476 -0.409394 -3.732312 0.08 0.07 0.05 -0.01
N -0.239076 -0.132030 -2.564384 -0.07 -0.03 0.00 0.14
H 3.058214 -2.380107 2.473011 0.00 0.00 -0.03 0.10
H 2.579341 -1.116036 1.326458 0.00 -0.02 0.01 0.06
H 2.923230 -2.752261 0.755938 -0.01 0.01 -0.01 0.10
H 1.561279 -4.067730 3.207119 0.00 -0.01 0.01 0.13
H -0.805930 -4.708820 3.630408 0.00 -0.02 0.02 0.12
H -2.605037 -3.496776 2.423344 -0.03 0.00 -0.01 0.12
H -4.003483 -2.297136 1.389881 -0.01 -0.01 0.03 0.12
H -5.410991 -1.407127 -0.445161 -0.05 0.00 -0.01 0.13
H -4.319356 -0.356004 -2.392943 0.00 0.01 0.00 0.12
H -3.273949 0.563072 -3.871181 -0.04 -0.01 0.01 0.12
H -1.881137 1.058329 -5.867029 -0.01 0.01 -0.01 0.12
H 0.559603 0.592616 -5.735600 0.02 0.01 -0.03 0.13
H 2.467652 0.172099 -4.475478 0.01 0.01 0.01 0.10
H 1.968931 -1.455515 -4.041083 0.00 -0.06 0.00 0.11
H 2.413326 -0.323563 -2.775946 0.05 -0.01 0.04 0.04
F 0.307081 -3.595682 -3.302895 0.08 0.07 -0.02 0.16
C 0.499481 -3.608503 -1.975055 -0.01 -0.05 -0.10 -0.51
F 0.624082 -4.876351 -1.585797 0.16 0.14 -0.01 0.17
F -0.643402 -3.147516 -1.418423 0.13 0.07 -0.03 0.14
C 1.767698 -2.760383 -1.605320 -0.03 -0.49 0.36 -0.53
O 2.842305 -3.256708 -1.839412 -0.12 -0.02 -0.20 0.14
O 1.577558 -1.626652 -1.040942 -0.13 0.05 -0.16 -0.16
```
Forces are in eV/Å.

Computed properties:
Charge: +1
⟨S²⟩: 2.01
E_LUMO (spin up / spin down) (eV): -3.500 / -3.786
HOMO level (spin up / spin down) (eV): -10.94 / -10.96
Spin multiplicity: 3
F_max (eV/A): 1.0
Frontier orbital gap (spin up / spin down) (eV): 7.4 / 7.2